# 1
Below is a structure of composition C28H26Cl2INOP2S2V, with properties calculated with ωB97M-V with the def2-TZVPD basis set.

Positions of all 64 atoms, in Å:
V: 11.170 -15.387 6.907
S: 9.980 -16.151 8.809
P: 9.222 -17.072 7.002
C: 10.358 -16.607 5.746
P: 11.964 -17.006 5.207
S: 13.210 -15.516 6.136
C: 12.112 -17.030 3.413
C: 11.068 -16.854 2.455
C: 11.291 -17.172 1.114
C: 12.546 -17.611 0.651
C: 13.555 -17.766 1.588
C: 13.352 -17.513 2.957
C: 12.455 -18.705 5.742
C: 12.697 -18.937 7.101
C: 13.429 -20.055 7.524
C: 13.789 -21.057 6.593
C: 13.240 -20.954 5.323
C: 12.577 -19.774 4.857
C: 7.592 -16.588 6.439
C: 7.082 -16.668 5.132
C: 5.695 -16.576 4.891
C: 4.742 -16.489 5.911
C: 5.252 -16.477 7.212
C: 6.648 -16.454 7.459
C: 9.084 -18.857 7.277
C: 8.750 -19.744 6.241
C: 8.540 -21.094 6.565
C: 8.712 -21.580 7.853
C: 9.104 -20.644 8.852
C: 9.357 -19.295 8.574
H: 10.154 -16.392 2.756
H: 10.456 -17.042 0.431
H: 12.729 -17.848 -0.402
H: 14.536 -18.099 1.280
H: 14.150 -17.783 3.677
H: 12.326 -18.261 7.882
H: 13.713 -20.133 8.593
H: 14.414 -21.911 6.866
H: 13.278 -21.782 4.631
H: 12.089 -19.787 3.888
H: 7.778 -16.662 4.273
H: 5.370 -16.606 3.853
H: 3.668 -16.448 5.736
H: 4.607 -16.414 8.104
H: 6.953 -16.378 8.529
H: 8.611 -19.338 5.215
H: 8.168 -21.734 5.775
H: 8.509 -22.633 8.103
H: 9.266 -20.964 9.879
H: 9.694 -18.590 9.348
N: 10.262 -12.750 1.188
C: 10.031 -12.677 2.508
O: 9.317 -13.569 3.019
C: 10.564 -11.526 3.299
I: 8.999 -10.255 4.302
H: 9.694 -13.390 0.649
H: 10.464 -11.941 0.631
H: 11.069 -10.736 2.755
H: 11.140 -11.905 4.155
Cl: 12.673 -11.682 8.561
C: 11.018 -11.645 8.089
Cl: 10.898 -13.213 6.746
H: 10.791 -10.811 7.441
H: 10.359 -11.868 8.924

The value obtained for the molecular weight is 767.36 g/mol. Its spin multiplicity is 3. As for the strongest force on any atom: 3.797 eV Å⁻¹. For the energy, the calculation gives -132070.3391 eV. Its charge is +1.

Atom charges from the Mulliken analysis, given in e for atoms 1 to 6: -0.509, -0.476, 0.971, -0.253, 1.721, -0.587


# 2
Below is a structure of composition C28H26ClIN3OSTc, with properties calculated with ωB97M-V with the def2-TZVPD basis set.

Positions of all 62 atoms, in Å:
Tc: -0.664 0.298 0.320
O: 1.272 0.138 -0.056
S: 2.179 -0.163 -1.274
C: 3.872 0.015 -0.708
C: 4.743 0.567 -1.637
C: 6.090 0.651 -1.324
C: 6.543 0.188 -0.098
C: 5.653 -0.327 0.831
C: 4.301 -0.419 0.535
C: 2.041 -1.958 -1.397
C: 2.122 -2.483 -2.677
C: 1.983 -3.849 -2.856
C: 1.755 -4.668 -1.761
C: 1.689 -4.130 -0.484
C: 1.831 -2.764 -0.289
H: 4.380 0.918 -2.589
H: 6.775 1.085 -2.034
H: 7.593 0.240 0.138
H: 6.006 -0.660 1.795
H: 3.606 -0.810 1.263
H: 2.282 -1.835 -3.523
H: 2.040 -4.265 -3.850
H: 1.630 -5.731 -1.908
H: 1.526 -4.782 0.362
H: 1.772 -2.342 0.706
I: -6.345 1.739 1.982
C: -4.985 0.692 0.753
C: -5.412 -0.053 -0.346
C: -4.453 -0.686 -1.122
C: -3.119 -0.533 -0.805
N: -2.695 0.187 0.250
C: -3.622 0.766 1.024
H: -6.457 -0.141 -0.592
H: -4.737 -1.294 -1.965
H: -2.349 -1.002 -1.411
H: -3.269 1.317 1.887
C: -0.457 -1.751 5.396
N: -0.483 -0.762 4.350
C: -0.527 0.587 4.530
C: -0.574 1.153 3.290
N: -0.571 0.156 2.354
C: -0.505 -0.992 3.039
H: -0.636 -1.263 6.351
H: 0.509 -2.255 5.442
H: -1.228 -2.503 5.229
H: -0.513 1.044 5.499
H: -0.615 2.191 3.028
H: -0.465 -1.978 2.612
Cl: -4.336 3.967 -4.597
C: -3.323 3.421 -3.351
C: -2.178 2.661 -3.654
C: -1.298 2.318 -2.657
C: -1.532 2.689 -1.311
C: -0.565 2.424 -0.263
C: -2.720 3.398 -1.022
C: -3.591 3.769 -2.015
H: -1.981 2.389 -4.680
H: -0.383 1.800 -2.913
H: -0.703 3.066 0.604
H: 0.462 2.488 -0.618
H: -2.903 3.714 -0.007
H: -4.460 4.365 -1.783

The value obtained for the molecular weight is 712.96 g/mol. Its spin multiplicity is 4. As for the strongest force on any atom: 1.821 eV Å⁻¹. For the energy, the calculation gives -69604.6460 eV. Its charge is +3.

Atom charges from the Mulliken analysis, given in e for atoms 1 to 6: 1.079, -0.475, 0.005, 0.832, -0.369, -0.630


# 3
Below is a structure of composition C28H26F3NO2PSe2Tl, with properties calculated with ωB97M-V with the def2-TZVPD basis set.

Positions of all 64 atoms, in Å:
Tl: 0.615 -0.166 -1.896
Se: 2.775 0.311 -3.027
P: 0.816 0.445 1.055
Se: -0.757 0.464 2.590
C: 1.941 -0.979 1.437
C: 1.543 -2.030 2.260
C: 2.368 -3.138 2.446
C: 3.603 -3.208 1.815
C: 4.008 -2.164 0.992
C: 3.183 -1.062 0.798
C: 1.953 1.871 1.411
C: 2.786 2.347 0.391
C: 3.633 3.430 0.615
C: 3.650 4.063 1.851
C: 2.814 3.605 2.866
C: 1.970 2.521 2.645
H: 0.580 -1.972 2.752
H: 2.035 -3.953 3.081
H: 4.241 -4.076 1.950
H: 4.959 -2.212 0.472
H: 3.501 -0.281 0.114
H: 2.765 1.890 -0.601
H: 4.265 3.782 -0.196
H: 4.298 4.920 2.019
H: 2.811 4.098 3.832
H: 1.305 2.172 3.430
O: -0.049 4.314 -0.084
C: -0.459 3.181 -0.660
O: 0.147 2.647 -1.555
C: -1.746 2.579 -0.087
N: -2.109 3.205 1.202
C: -3.527 3.599 1.159
C: -3.746 3.923 -0.315
C: -2.951 2.816 -1.021
H: -1.546 1.519 0.036
H: -0.679 4.409 0.660
H: -1.876 2.564 1.959
H: -3.713 4.448 1.820
H: -4.193 2.782 1.461
H: -3.333 4.910 -0.551
H: -4.803 3.919 -0.588
H: -2.639 3.053 -2.035
H: -3.545 1.903 -1.075
C: -3.469 -4.422 -0.971
C: -3.451 -3.007 -1.016
C: -2.269 -2.338 -1.165
C: -1.036 -3.033 -1.289
C: 0.202 -2.347 -1.465
C: 1.357 -3.076 -1.571
C: 1.341 -4.493 -1.484
C: 0.165 -5.167 -1.320
C: -1.059 -4.456 -1.225
C: -2.302 -5.125 -1.069
H: -4.413 -4.946 -0.861
H: -4.380 -2.452 -0.949
H: -2.252 -1.254 -1.216
H: 2.303 -2.572 -1.750
H: 2.277 -5.041 -1.556
H: 0.145 -6.253 -1.264
H: -2.309 -6.210 -1.028
F: -0.899 -0.470 -4.135
C: -2.065 0.315 -3.909
F: -1.787 0.608 -2.463
F: -2.993 -0.709 -3.726

The value obtained for the molecular weight is 858.79 g/mol. Its spin multiplicity is 1. As for the strongest force on any atom: 0.765 eV Å⁻¹. The relative energy (zero: lowest compared OMol25 entry of this formula, charge and spin) is 43.4 kJ/mol. For the energy, the calculation gives -187871.9147 eV. Its charge is -2.

Atom charges from the Mulliken analysis, given in e for atoms 1 to 6: 0.653, -0.850, 0.452, -0.781, 1.010, -0.478


> charge of number 2 (C28H26ClIN3OSTc)?

+3


> Among the records above, which one has the lowest molecular weight?

C28H26ClIN3OSTc